{"formula": "C36H31Br3FeN6O4PS2", "method": "the ωB97M-V functional and the def2-TZVPD basis", "species": ["Fe", "Br", "C", "C", "C", "C", "C", "C", "N", "N", "C", "C", "C", "C", "O", "C", "N", "C", "C", "C", "C", "H", "H", "H", "H", "H", "H", "H", "H", "H", "C", "C", "O", "P", "S", "S", "O", "C", "C", "H", "H", "H", "H", "H", "H", "H", "H", "H", "H", "C", "C", "C", "C", "C", "C", "Br", "C", "C", "Br", "C", "O", "C", "N", "H", "H", "H", "H", "H", "H", "N", "C", "N", "C", "C", "C", "C", "C", "C", "H", "H", "H", "H", "H", "H"], "positions_angstrom": [[0.1229, -0.7656, 0.3790], [-4.0321, 5.3700, -2.5197], [-3.2408, 5.5624, -0.8022], [-3.4325, 4.5741, 0.1520], [-2.8412, 4.7075, 1.3947], [-2.0635, 5.8280, 1.7003], [-1.9162, 6.8170, 0.7372], [-2.4895, 6.6872, -0.5195], [-1.5456, 6.1037, 3.0079], [-1.0562, 5.2125, 3.7469], [-0.6754, 3.9415, 3.3040], [-0.8370, 2.9271, 4.2427], [-0.7202, 1.5820, 3.9427], [-0.3998, 1.1657, 2.6346], [-0.3544, -0.0454, 2.2737], [-0.0552, 2.2254, 1.6871], [0.4141, 1.7823, 0.5109], [0.9172, 2.6470, -0.3371], [0.9789, 4.0186, -0.0601], [0.4446, 4.4867, 1.1080], [-0.1391, 3.5851, 2.0238], [-4.0230, 3.6980, -0.0795], [-2.9779, 3.9296, 2.1331], [-1.3259, 7.6919, 0.9798], [-2.3537, 7.4547, -1.2687], [-1.1423, 3.2362, 5.2360], [-0.9027, 0.8185, 4.6855], [1.3175, 2.2542, -1.2629], [1.4524, 4.6890, -0.7644], [0.5091, 5.5370, 1.3519], [2.8811, -6.7384, 2.5113], [2.1837, -5.6079, 1.7824], [1.9379, -4.5497, 2.6929], [1.9339, -3.0115, 2.0633], [2.2191, -0.9658, 0.4912], [-0.0421, -2.8651, 1.4498], [1.9152, -2.2157, 3.4823], [3.1420, -1.6851, 3.9749], [3.4242, -2.2535, 5.3512], [3.2273, -7.4954, 1.8063], [2.2086, -7.2089, 3.2287], [3.7407, -6.3488, 3.0576], [1.2305, -5.9482, 1.3640], [2.8003, -5.2551, 0.9460], [3.0338, -0.5980, 4.0067], [3.9621, -1.9153, 3.2861], [2.7162, -1.8635, 6.0816], [4.4349, -1.9964, 5.6729], [3.3247, -3.3384, 5.3271], [1.5470, -3.7526, -1.2037], [0.1878, -3.4625, -1.7732], [-0.3468, -4.2589, -2.8222], [-1.6043, -4.0120, -3.2930], [-2.3748, -2.9718, -2.7148], [-3.6861, -2.5951, -3.1062], [-4.5706, -3.4977, -4.5320], [-4.3322, -1.5631, -2.4797], [-3.7032, -0.8783, -1.4273], [-4.5999, 0.5858, -0.6210], [-2.4275, -1.2070, -0.9690], [-1.8134, -0.6233, -0.0242], [-1.7591, -2.2574, -1.6731], [-0.4978, -2.4942, -1.2468], [2.2508, -4.0388, -1.9847], [1.4708, -4.5812, -0.4941], [1.9255, -2.8907, -0.6503], [0.2529, -5.0587, -3.2389], [-2.0251, -4.6018, -4.0957], [-5.3233, -1.2646, -2.7922], [-0.8143, 1.5743, -3.3930], [-0.9286, 1.0386, -2.1486], [0.0496, 0.2373, -1.8464], [0.8812, 0.2344, -2.9572], [2.0750, -0.4461, -3.1881], [2.6895, -0.2644, -4.4113], [2.1443, 0.5816, -5.3911], [0.9642, 1.2667, -5.1748], [0.3468, 1.0704, -3.9448], [-1.4653, 2.2144, -3.8153], [-1.7499, 1.2736, -1.4915], [2.5001, -1.0694, -2.4122], [3.6148, -0.7838, -4.6226], [2.6662, 0.7090, -6.3303], [0.5488, 1.9263, -5.9247]], "forces_ev_per_angstrom": [[-0.753, -0.156, 0.044], [0.017, -0.022, -0.015], [0.014, -0.002, 0.039], [0.005, -0.003, -0.041], [-0.034, 0.026, 0.150], [0.090, -0.070, 0.039], [0.079, 0.082, -0.048], [0.030, -0.001, -0.012], [-0.193, -0.268, -0.014], [0.223, 0.148, -0.202], [-0.069, -0.004, 0.014], [-0.116, -0.010, 0.030], [-0.004, -0.009, -0.065], [-0.146, -0.227, -0.028], [0.018, 0.407, 0.132], [-0.042, -0.249, 0.141], [0.122, -0.135, -0.153], [0.026, 0.020, 0.034], [0.031, 0.032, -0.026], [-0.046, -0.010, 0.101], [0.116, 0.260, 0.017], [-0.001, -0.007, 0.005], [-0.016, -0.033, 0.011], [-0.037, 0.032, 0.015], [0.004, 0.011, -0.004], [0.005, -0.007, 0.019], [-0.002, -0.002, 0.037], [0.022, -0.011, -0.042], [0.012, 0.015, -0.017], [-0.056, 0.059, 0.006], [-0.018, 0.051, 0.049], [0.014, -0.126, -0.009], [0.215, -0.129, 0.182], [-0.933, 0.399, 0.229], [1.105, 0.370, 0.347], [0.591, 0.138, 0.654], [0.108, -0.172, -0.148], [0.045, 0.107, -0.009], [-0.024, -0.004, -0.026], [-0.029, -0.034, -0.012], [0.004, 0.006, 0.021], [0.032, -0.016, -0.036], [0.000, -0.003, -0.034], [0.059, -0.025, 0.107], [0.048, -0.023, -0.009], [-0.008, -0.011, -0.016], [-0.034, -0.015, 0.013], [0.008, 0.035, 0.024], [0.052, -0.032, -0.002], [-0.096, -0.172, -0.236], [0.553, -0.576, -0.243], [-0.199, 0.076, 0.047], [0.099, 0.032, 0.069], [0.028, -0.155, -0.143], [-0.012, 0.102, 0.106], [0.040, -0.014, 0.032], [0.243, -0.076, 0.047], [-0.083, -0.032, -0.110], [0.010, -0.019, 0.022], [-0.166, 0.105, 0.016], [-0.577, 0.687, 0.536], [-0.111, -0.298, -0.326], [-0.286, 0.405, -0.593], [0.052, -0.028, -0.121], [-0.077, 0.039, -0.216], [-0.018, -0.301, -0.386], [0.013, 0.027, 0.002], [0.002, -0.014, -0.028], [0.005, -0.007, 0.011], [-0.029, 0.054, -0.012], [-0.091, 0.019, -0.055], [0.194, -0.135, 0.015], [-0.056, -0.086, -0.006], [0.053, -0.022, 0.056], [-0.025, 0.013, -0.018], [0.007, 0.004, 0.050], [0.057, -0.022, -0.001], [-0.027, 0.078, -0.061], [0.028, -0.049, 0.048], [-0.048, 0.028, 0.064], [-0.019, -0.039, -0.009], [0.031, 0.011, 0.003], [-0.003, -0.020, -0.026], [-0.025, 0.004, -0.023]], "lowdin_charge": [0.257, 0.690, -0.698, -0.116, -0.018, -0.299, -0.049, -0.135, 0.041, 0.048, -0.275, -0.036, -0.007, -0.334, -0.150, -0.128, 0.103, -0.131, -0.036, -0.012, -0.114, 0.071, 0.124, 0.111, 0.095, 0.108, 0.108, 0.103, 0.102, 0.111, -0.083, -0.373, -0.380, 0.411, 0.302, 0.508, -0.389, -0.334, -0.082, 0.070, 0.073, 0.074, 0.109, 0.091, 0.115, 0.096, 0.073, 0.069, 0.071, -0.108, -0.327, -0.005, -0.029, -0.188, -0.637, 0.711, -0.186, -0.602, 0.755, -0.454, -0.181, -0.146, 0.048, 0.084, 0.042, -0.077, 0.109, 0.075, 0.088, 0.152, -0.153, 0.082, -0.219, -0.011, -0.092, -0.105, -0.028, -0.196, 0.158, 0.118, 0.075, 0.096, 0.094, 0.104], "spin_multiplicity": 5, "homo_energy_ev": [-4.526, -4.545], "fmax_ha_per_bohr": 0.0236, "charge": -1, "de_lowest_kj_mol": 360.5, "energy_ha": -12143.58115, "homo_lumo_gap_ev": [5.836, 6.276], "molar_mass_da": 1002.3}